Entry 1:
Entry from OMol25: one molecule with the formula C25H38O5 (ωB97M-V with the def2-TZVPD basis set).

Geometry (Å):
C -0.43 -4.39 1.33
C -1.45 -3.95 0.29
C -0.92 -2.92 -0.73
C 0.22 -3.49 -1.57
C -2.07 -2.51 -1.66
C -0.47 -1.71 0.08
O -1.20 -1.09 0.83
O 0.81 -1.42 -0.09
C 1.42 -0.44 0.76
C 2.88 -0.87 0.91
C 3.60 0.01 1.94
C 3.18 -0.31 3.38
C 3.36 1.45 1.61
C 2.38 1.88 0.82
C 2.25 3.27 0.40
C 1.97 3.50 -0.88
C 1.96 2.37 -1.86
C 3.41 2.03 -2.23
C 1.23 1.11 -1.31
C -0.22 1.09 -1.81
C -1.09 2.26 -1.32
C -2.12 1.83 -0.28
C -3.36 1.18 -0.88
C -4.25 0.62 0.25
O -4.02 -0.74 0.49
C -4.04 1.46 1.54
C -3.56 2.87 1.28
O -4.02 3.84 1.82
O -2.54 3.00 0.43
C 1.30 1.00 0.23
H -0.06 -3.54 1.89
H -0.89 -5.08 2.03
H 0.42 -4.90 0.86
H -2.31 -3.51 0.80
H -1.81 -4.83 -0.27
H -0.12 -4.39 -2.08
H 1.08 -3.73 -0.96
H 0.53 -2.77 -2.32
H -2.43 -3.39 -2.20
H -1.74 -1.78 -2.39
H -2.91 -2.10 -1.09
H 0.92 -0.50 1.73
H 2.91 -1.92 1.21
H 3.37 -0.77 -0.06
H 4.67 -0.19 1.86
H 3.77 0.29 4.07
H 3.35 -1.36 3.60
H 2.13 -0.08 3.54
H 4.06 2.16 2.02
H 2.37 4.06 1.13
H 1.86 4.51 -1.26
H 1.44 2.69 -2.77
H 3.91 2.92 -2.61
H 3.95 1.68 -1.36
H 3.43 1.26 -3.00
H 1.73 0.23 -1.73
H -0.69 0.15 -1.52
H -0.19 1.10 -2.91
H -1.62 2.72 -2.16
H -0.46 3.03 -0.87
H -1.66 1.13 0.43
H -3.91 1.93 -1.45
H -3.09 0.36 -1.55
H -5.30 0.67 -0.05
H -3.08 -0.86 0.76
H -3.26 0.97 2.13
H -4.95 1.50 2.14
H 0.37 1.42 0.63

The value obtained for the LUMO energy is 0.620 eV. The total energy is -36780.330 eV. Its SMILES is CCC(C)(C)C(=O)O[C@H]1C[C@H](C)C=C2C=C[C@@H](C)[C@H](CC[C@@H]3C[C@@H](O)CC(=O)O3)[C@H]21. As for the frontier orbital gap: 0.3430 Ha. As for the energy relative to the best compared isomer or geometry (same formula, charge and spin): 25.2 kJ/mol. The value obtained for the HOMO energy is -8.7 eV.

=====

Entry 2:
Entry from OMol25: a 7-piece molecular cluster, C25H39ClO21PSi overall (ωB97M-V with the def2-TZVPD basis set).

Geometry (Å):
O 5.99 -3.09 2.79
C 5.07 -2.45 2.16
O 5.28 -1.13 1.78
Si 3.47 -3.43 1.75
P 1.61 -2.50 2.48
O 1.16 -1.14 1.52
Cl 0.11 -4.00 2.14
H 3.33 -3.62 0.30
H 3.56 -4.76 2.38
H 1.22 -0.32 2.06
C -0.97 2.39 -0.79
C -1.54 1.36 0.16
C -2.66 1.88 1.01
O -2.60 1.01 2.14
C -1.30 0.60 2.25
O -0.85 0.02 3.19
O -0.59 0.96 1.14
H -0.10 1.98 -1.31
H -1.71 2.69 -1.53
H -0.62 3.27 -0.25
H -1.84 0.46 -0.40
H -3.63 1.81 0.52
H -2.50 2.90 1.36
C 5.53 0.12 4.98
C 5.89 1.58 4.88
C 6.31 2.20 6.18
O 6.00 3.58 5.97
C 4.97 3.61 5.07
O 4.34 4.59 4.80
O 4.76 2.38 4.53
H 5.15 -0.25 4.03
H 6.40 -0.48 5.26
H 4.74 -0.05 5.72
H 6.65 1.73 4.11
H 7.37 2.07 6.39
H 5.72 1.85 7.04
C 2.05 0.00 -5.04
C 0.71 0.40 -4.47
C -0.41 -0.53 -4.84
O -1.55 0.32 -4.74
C -1.11 1.58 -5.01
O -1.83 2.52 -5.19
O 0.25 1.63 -5.03
H 2.80 0.76 -4.82
H 2.39 -0.95 -4.62
H 2.01 -0.09 -6.13
H 0.78 0.53 -3.39
H -0.49 -1.38 -4.16
H -0.35 -0.91 -5.87
C 6.94 -0.39 -0.63
C 7.18 -1.75 -1.25
C 8.20 -1.73 -2.36
O 7.81 -2.87 -3.12
C 6.47 -3.03 -2.94
O 5.78 -3.77 -3.58
O 6.02 -2.22 -1.93
H 6.12 -0.45 0.10
H 7.83 -0.03 -0.12
H 6.63 0.34 -1.38
H 7.44 -2.47 -0.48
H 9.22 -1.84 -1.99
H 8.13 -0.85 -3.00
C -5.15 1.16 -4.65
C -5.16 0.80 -3.18
C -6.49 0.32 -2.68
O -6.41 0.63 -1.29
C -5.57 1.69 -1.18
O -5.41 2.34 -0.18
O -4.93 1.94 -2.36
H -4.18 1.58 -4.92
H -5.33 0.28 -5.27
H -5.90 1.92 -4.88
H -4.37 0.07 -2.97
H -6.65 -0.75 -2.83
H -7.34 0.87 -3.10
C -8.73 0.20 3.38
C -8.49 -1.16 2.77
C -7.46 -1.17 1.68
O -7.85 -2.31 0.92
C -9.19 -2.45 1.09
O -9.89 -3.19 0.45
O -9.65 -1.63 2.09
H -9.55 0.16 4.10
H -7.83 0.56 3.89
H -9.02 0.93 2.62
H -8.24 -1.88 3.56
H -6.45 -1.28 2.06
H -7.51 -0.29 1.03

The value obtained for the LUMO energy is 1.696 eV. The total energy is -99247.815 eV. As for the frontier orbital gap: 0.2611 Ha. Its net charge is -1. The value obtained for the HOMO energy is -5.4 eV.

=====

Entry 3:
Entry from OMol25: a 13-piece molecular cluster, C25H39F6N7O32 overall (ωB97M-V with the def2-TZVPD basis set).

Geometry (Å):
C -0.51 1.71 5.70
N -1.65 0.74 5.50
O -1.91 0.33 4.36
O -2.24 0.40 6.46
H 0.05 1.85 4.77
H 0.16 1.41 6.50
H -0.96 2.67 5.94
C 1.72 -0.62 -3.62
N 3.24 -0.57 -3.64
O 3.79 -0.67 -4.77
O 3.78 -0.42 -2.58
H 1.21 0.00 -2.88
H 1.39 -1.65 -3.50
H 1.49 -0.25 -4.61
C 5.20 2.89 -2.09
N 5.35 4.32 -2.45
O 4.77 5.23 -1.80
O 6.02 4.57 -3.42
H 4.26 2.86 -1.54
H 6.10 2.63 -1.52
H 5.33 2.35 -3.03
C -0.45 -4.79 -2.29
N -0.31 -3.82 -1.14
O 0.81 -3.44 -0.93
O -1.23 -3.60 -0.33
H -0.77 -4.43 -3.27
H -1.21 -5.46 -1.90
H 0.52 -5.26 -2.40
C 4.72 0.70 2.68
N 4.58 -0.28 1.52
O 4.18 -1.42 1.74
O 4.74 0.19 0.36
H 5.63 1.24 2.40
H 4.83 0.22 3.65
H 3.94 1.44 2.52
C 1.94 -3.76 2.24
N 3.18 -4.48 2.69
O 3.35 -5.60 2.26
O 4.07 -3.90 3.32
H 1.19 -4.03 2.98
H 1.79 -3.98 1.18
H 2.23 -2.72 2.37
C 2.92 4.61 0.44
N 2.04 5.13 -0.67
O 1.73 4.42 -1.60
O 1.72 6.29 -0.56
H 3.38 3.63 0.30
H 2.50 4.89 1.41
H 3.70 5.35 0.28
C 3.25 -2.16 6.33
C 2.04 -2.96 6.83
O 1.16 -2.95 5.71
C 1.40 -1.83 5.03
O 0.81 -1.43 4.06
O 2.56 -1.19 5.54
F 1.49 -2.23 7.89
H 4.01 -2.64 5.73
H 3.71 -1.73 7.22
H 2.36 -3.96 7.11
C -4.07 1.12 -2.81
C -3.75 2.54 -3.35
O -5.05 3.10 -3.43
C -5.92 2.07 -3.43
O -7.10 2.24 -3.69
O -5.30 0.89 -3.35
F -3.33 2.39 -4.64
H -4.11 1.08 -1.72
H -3.35 0.36 -3.13
H -3.04 3.01 -2.67
C -1.60 4.87 1.06
C -2.34 3.54 1.24
O -1.52 3.05 2.32
C -0.31 3.58 2.29
O 0.64 3.15 2.88
O -0.27 4.58 1.43
F -2.16 2.83 0.12
H -2.06 5.64 1.69
H -1.61 5.26 0.04
H -3.40 3.56 1.51
C -2.91 -1.34 -6.23
C -1.86 -2.36 -6.44
O -1.45 -2.59 -5.12
C -1.81 -1.58 -4.31
O -1.57 -1.47 -3.07
O -2.43 -0.67 -5.05
F -0.97 -1.83 -7.25
H -3.84 -1.87 -6.04
H -3.00 -0.59 -7.02
H -2.10 -3.35 -6.85
C -0.10 -0.23 1.24
C -0.74 -0.22 -0.14
O 0.03 0.76 -0.73
C 1.24 0.79 -0.12
O 2.24 1.40 -0.53
O 1.20 -0.01 0.96
F -2.01 0.03 -0.16
H -0.18 -1.22 1.69
H -0.54 0.58 1.82
H -0.49 -1.11 -0.72
C -5.15 -2.95 0.18
C -5.51 -1.66 -0.45
O -5.27 -1.93 -1.83
C -5.56 -3.28 -2.02
O -6.03 -3.82 -3.04
O -5.29 -3.89 -0.87
F -4.90 -0.68 0.12
H -5.81 -3.19 1.00
H -4.17 -3.06 0.64
H -6.56 -1.39 -0.48

The value obtained for the LUMO energy is -0.522 eV. The total energy is -118791.213 eV. As for the frontier orbital gap: 0.3682 Ha. As for the energy relative to the best compared isomer or geometry (same formula, charge and spin): 9.6 kJ/mol. The value obtained for the HOMO energy is -10.5 eV.

=====

Entry 4:
Entry from OMol25: C25H39N2O7PRhSSi as an isolated structure (ωB97M-V with the def2-TZVPD basis set).

Geometry (Å):
Rh 0.06 0.39 -0.78
O 2.09 -2.26 -0.36
S 2.54 -1.45 0.74
O 3.89 -0.98 0.76
N 1.45 -0.19 0.77
C 1.42 0.65 1.82
C 2.46 0.77 2.82
C 2.24 1.53 3.92
C 1.01 2.20 4.11
C -0.01 2.16 3.15
C -1.26 2.77 3.32
C -2.23 2.60 2.31
C -1.92 1.93 1.17
N -0.67 1.39 0.93
C 0.23 1.43 1.95
C 2.26 -2.32 2.25
C 0.98 -2.77 2.55
C 0.78 -3.48 3.72
C 1.84 -3.73 4.58
C 3.12 -3.28 4.26
C 3.33 -2.57 3.09
H 3.41 0.28 2.65
H 3.02 1.63 4.67
H 0.85 2.77 5.01
H -1.48 3.32 4.22
H -3.23 3.00 2.43
H -2.65 1.77 0.39
H 0.17 -2.55 1.88
H -0.21 -3.84 3.97
H 1.68 -4.28 5.49
H 3.94 -3.49 4.93
H 4.32 -2.22 2.83
C -2.25 -1.32 2.21
O -1.54 -1.48 1.00
C -1.80 -2.71 0.37
C -1.00 -2.76 -0.91
O -1.32 -1.67 -1.78
C -2.66 -1.73 -2.25
H -2.05 -2.15 2.89
H -3.33 -1.27 2.02
H -1.92 -0.39 2.67
H -2.88 -2.82 0.19
H -1.51 -3.56 1.01
H -1.18 -3.71 -1.43
H 0.06 -2.66 -0.70
H -2.89 -2.74 -2.61
H -2.74 -1.03 -3.08
H -3.37 -1.44 -1.48
C 0.06 3.83 -1.41
O -1.19 3.19 -1.69
P -1.32 1.67 -2.11
O -2.84 1.33 -1.78
C -3.90 2.26 -2.10
O -1.30 1.81 -3.69
C -1.83 0.82 -4.58
H -0.17 4.75 -0.89
H 0.58 4.04 -2.34
H 0.68 3.19 -0.77
H -4.83 1.72 -1.94
H -3.83 2.58 -3.14
H -3.84 3.12 -1.44
H -1.27 -0.12 -4.49
H -1.71 1.21 -5.58
H -2.88 0.64 -4.37
C 1.54 1.64 -4.15
Si 1.73 0.46 -2.70
C 1.62 -1.27 -3.38
C 3.29 1.03 -1.85
H 2.52 1.59 -4.62
H 1.36 2.68 -3.89
H 0.81 1.33 -4.89
H 2.36 -1.29 -4.18
H 0.63 -1.42 -3.82
H 1.83 -2.07 -2.68
H 4.07 0.97 -2.61
H 3.63 0.50 -0.98
H 3.17 2.09 -1.60

The value obtained for the LUMO energy (alpha / beta) is -2.388 / -4.859 eV. The total energy is -74873.520 eV. As for the frontier orbital gap (alpha / beta): 0.2142 / 0.2569 Ha. The spin multiplicity is 5. As for the expectation value of S²: 6.047. Its net charge is +1. The value obtained for the HOMO energy (alpha / beta) is -8.2 / -11.8 eV.

=====

Entry 5:
Entry from OMol25: C25H39N3O6S4Ti as an isolated structure (ωB97M-V with the def2-TZVPD basis set).

Geometry (Å):
Ti 0.62 0.05 0.26
C 2.76 -1.92 -1.96
C 3.72 -1.52 -0.85
S 2.85 -1.28 0.72
C 4.05 -0.37 1.69
C 3.31 0.44 2.74
S 1.92 1.42 2.12
C 2.73 2.85 1.37
C 3.39 2.64 0.02
S 2.15 2.09 -1.17
C 3.15 1.47 -2.53
C 2.28 0.50 -3.31
S 1.43 -0.76 -2.33
H 2.27 -2.86 -1.72
H 3.32 -2.07 -2.88
H 4.24 -0.59 -1.07
H 4.46 -2.30 -0.70
H 4.67 0.25 1.05
H 4.70 -1.10 2.18
H 3.99 1.11 3.26
H 2.87 -0.21 3.49
H 3.45 3.23 2.10
H 1.94 3.60 1.30
H 4.18 1.89 0.06
H 3.85 3.58 -0.31
H 4.07 1.01 -2.17
H 3.43 2.30 -3.17
H 2.86 -0.02 -4.08
H 1.49 1.04 -3.84
C -1.72 0.96 -2.81
C -2.15 0.36 -1.53
N -1.36 -0.03 -0.54
C -2.17 -0.48 0.47
C -3.47 -0.40 0.09
N -3.43 0.13 -1.18
C -4.79 -0.75 0.67
O -4.80 -1.35 1.85
O -5.78 -0.55 0.01
C -1.55 -0.86 1.74
O -2.13 -1.45 2.62
O -0.26 -0.50 1.81
H -0.76 1.44 -2.68
H -2.43 1.73 -3.13
H -1.65 0.21 -3.60
H -4.27 0.31 -1.72
H -3.89 -1.46 2.20
C -2.10 4.66 -0.48
C -1.33 4.30 0.80
C -0.30 5.38 1.12
C -2.31 4.14 1.97
C -0.66 3.00 0.59
C -0.12 1.92 0.44
H -2.60 5.62 -0.34
H -2.86 3.91 -0.70
H -1.43 4.75 -1.33
H -0.81 6.34 1.26
H 0.42 5.50 0.30
H 0.24 5.16 2.04
H -2.83 5.09 2.14
H -1.79 3.87 2.89
H -3.06 3.38 1.76
O 1.18 -4.11 -0.33
C 0.31 -3.31 0.02
O 0.34 -2.05 -0.18
C -0.95 -3.85 0.73
N -0.73 -5.33 1.00
C -1.87 -6.10 0.37
C -2.29 -5.20 -0.77
C -2.21 -3.81 -0.14
H -1.07 -3.35 1.69
H -0.64 -5.53 1.99
H 0.18 -5.54 0.53
H -2.65 -6.19 1.12
H -1.51 -7.09 0.09
H -3.29 -5.44 -1.13
H -1.60 -5.29 -1.61
H -3.09 -3.62 0.48
H -2.13 -3.01 -0.88

The value obtained for the LUMO energy is -6.569 eV. The total energy is -109759.724 eV. As for the frontier orbital gap: 0.2839 Ha. As for the energy relative to the best compared isomer or geometry (same formula, charge and spin): 0.0 kJ/mol. Its net charge is +2. The value obtained for the HOMO energy is -14.3 eV.

=====

Entry 6:
Entry from OMol25: C25H39N5NbO4 as an isolated structure (ωB97M-V with the def2-TZVPD basis set).

Geometry (Å):
C 1.38 3.57 -2.29
C 2.52 2.58 -2.77
C 2.00 1.18 -3.26
C 2.15 0.13 -2.08
C 3.59 -0.55 -2.26
Nb 0.44 -1.36 -1.90
C 1.79 -3.09 -1.23
O 2.68 -2.81 -0.11
O 1.95 -2.47 1.01
C -1.16 0.25 -2.31
C -2.50 -0.14 -1.59
O -3.25 -1.07 -2.39
C -3.40 1.07 -1.14
N -2.65 2.29 -0.77
N 0.63 -1.86 -3.98
C -0.44 -2.35 -4.42
O -1.46 -2.41 -4.93
H 0.37 3.11 -2.38
H 1.59 3.90 -1.24
H 1.43 4.51 -2.90
H 3.09 3.11 -3.57
H 3.22 2.45 -1.91
H 2.72 0.85 -4.06
H 1.00 1.20 -3.74
H 2.20 0.72 -1.12
H 4.30 0.15 -2.77
H 4.06 -0.80 -1.28
H 3.41 -1.46 -2.88
H -0.96 -2.56 -1.86
H 0.15 -0.98 -0.13
H 2.33 -3.53 -2.10
H 1.10 -3.92 -0.88
H 2.17 -1.53 1.15
H -0.74 1.23 -2.00
H -1.32 0.19 -3.42
H -2.20 -0.72 -0.67
H -3.74 -1.64 -1.78
H -4.19 1.25 -1.91
H -3.96 0.72 -0.22
H -1.84 1.94 -0.24
H -3.20 2.90 -0.17
N -2.88 5.57 -0.36
C -3.50 6.40 0.48
C -4.55 7.24 0.11
C -4.97 7.22 -1.21
C -4.34 6.37 -2.10
C -3.30 5.57 -1.63
H -3.14 6.39 1.50
H -5.02 7.88 0.84
H -5.78 7.85 -1.54
H -4.64 6.32 -3.14
H -2.78 4.89 -2.29
N 0.23 0.30 4.61
C 0.73 0.31 5.85
C 1.64 -0.62 6.32
C 2.07 -1.62 5.46
C 1.57 -1.65 4.17
C 0.66 -0.67 3.79
H 0.37 1.11 6.48
H 2.02 -0.56 7.33
H 2.78 -2.36 5.79
H 1.87 -2.41 3.46
H 0.24 -0.65 2.79
N 0.42 -7.22 2.34
C 0.95 -7.29 3.57
C 1.81 -6.33 4.09
C 2.14 -5.24 3.29
C 1.60 -5.15 2.02
C 0.75 -6.16 1.60
H 0.67 -8.16 4.15
H 2.21 -6.43 5.09
H 2.80 -4.47 3.66
H 1.83 -4.31 1.37
H 0.30 -6.13 0.61

The value obtained for the LUMO energy is 2.431 eV. The total energy is -43740.119 eV. As for the frontier orbital gap: 0.2591 Ha. Its net charge is -1. The value obtained for the HOMO energy is -4.6 eV.